(1)
Formula: C19H22F4N2O2S
Source: OMol25
Level of theory: ωB97M-V with the def2-TZVPD basis set

XYZ file:
```
50
Properties=species:S:1:pos:R:3:forces:R:3:mulliken_charge:R:1
C 2.24623 -1.36406 -3.05236 0.0 0.0 0.0 -1.599
C 1.25430 -1.89970 -2.04736 0.0 0.0 0.0 1.624
F 1.84800 -1.88971 -0.78626 0.0 0.0 0.0 -0.353
C -0.03945 -1.05343 -2.05156 -0.1 -0.1 0.0 -0.275
O -0.34786 -0.49032 -3.08353 0.0 0.0 0.0 -0.652
N -0.81159 -0.98532 -0.94191 0.0 0.1 0.0 0.207
C -0.59594 -1.43112 0.43713 0.0 0.0 0.0 0.573
C 0.18582 -0.40810 1.25637 0.0 0.0 0.0 -1.625
N -0.62935 0.76177 1.52091 0.0 0.0 0.0 0.445
C -0.19416 2.06494 1.46393 0.0 0.0 0.0 -0.304
O -0.85749 2.95960 1.95739 0.0 0.0 0.0 -0.691
C 1.09940 2.36946 0.71957 0.0 0.0 0.0 0.575
C 0.85489 2.27971 -0.79343 0.0 0.0 0.0 0.031
C 2.13211 2.48393 -1.59471 0.0 0.0 0.0 -0.881
S 2.86394 4.11562 -1.33919 0.0 0.0 0.0 -0.158
C 2.96377 4.05152 0.46594 0.0 0.0 0.0 -0.778
C 1.62595 3.74485 1.12414 0.0 0.0 0.0 -1.027
C -1.81199 0.50383 2.32645 0.0 0.0 0.0 -1.350
C -2.50950 -0.77492 1.93896 0.0 0.0 0.0 0.773
C -3.75952 -1.04802 2.49474 0.0 0.0 0.0 -0.705
C -4.43937 -2.20752 2.17631 0.0 0.0 0.0 -0.626
C -3.87771 -3.12146 1.28958 0.0 0.0 0.0 -0.671
C -2.63926 -2.85991 0.73739 0.0 0.0 0.0 -0.582
C -1.94753 -1.69324 1.06146 0.0 0.0 0.0 -0.482
C 0.92073 -3.37171 -2.33621 0.0 0.0 0.0 0.517
F 2.02756 -4.12134 -2.33427 0.0 0.0 0.0 -0.266
F 0.09167 -3.88270 -1.41009 0.0 0.0 0.0 -0.203
F 0.33107 -3.49677 -3.52604 0.0 0.0 0.0 -0.272
H 1.81477 -1.38767 -4.04915 0.0 0.0 0.0 0.372
H 2.47701 -0.32982 -2.80360 0.0 0.0 0.0 0.195
H 3.15544 -1.96064 -3.01856 0.0 0.0 0.0 0.439
H -1.62165 -0.39707 -1.08656 0.0 0.0 0.0 0.346
H -0.03534 -2.36110 0.42099 0.0 0.0 0.0 0.755
H 0.48747 -0.87881 2.20156 0.0 0.0 0.0 0.172
H 1.08628 -0.13614 0.71883 0.0 0.0 0.0 0.582
H 1.86078 1.63023 0.99138 0.0 0.0 0.0 0.649
H 0.42595 1.30877 -1.04715 0.0 0.0 0.0 -0.120
H 0.11813 3.03566 -1.07723 0.0 0.0 0.0 0.327
H 2.86969 1.71669 -1.33716 0.0 0.0 0.0 0.354
H 1.93003 2.40471 -2.66326 0.0 0.0 0.0 0.400
H 3.71783 3.31410 0.75559 0.0 0.0 0.0 0.363
H 3.32970 5.03011 0.77590 0.0 0.0 0.0 0.453
H 0.89224 4.50575 0.85765 0.0 0.0 0.0 0.337
H 1.73892 3.78212 2.21040 0.0 0.0 0.0 0.442
H -1.53982 0.46458 3.39009 0.0 0.0 0.0 0.382
H -2.48699 1.34909 2.21328 0.0 0.0 0.0 0.545
H -4.19938 -0.33272 3.18041 0.0 0.0 0.0 0.453
H -5.40983 -2.40176 2.61393 0.0 0.0 0.0 0.384
H -4.40614 -4.03064 1.03549 0.0 0.0 0.0 0.421
H -2.18981 -3.56131 0.04383 0.0 0.0 0.0 0.501
```
Forces are in eV/Å.

Values from the calculation:
Gap between HOMO and LUMO ... 9.21 eV
SMILES string ... C[C@@](F)(C(=O)N[C@H]1CN(C(=O)C2CCSCC2)Cc2ccccc21)C(F)(F)F
Total charge ... 0
Multiplicity ... 1
Molar mass ... 418.46 g mol⁻¹

=====

(2)
Formula: H2N2O3S
Source: OMol25
Level of theory: ωB97M-V with the def2-TZVPD basis set

XYZ file:
```
8
Properties=species:S:1:pos:R:3:forces:R:3:mulliken_charge:R:1
N 1.14988 0.52932 0.11245 -1.3 -3.4 -0.8 -0.501
N -2.10832 -0.68192 -0.02730 -1.0 -0.4 0.5 0.260
O -1.65640 0.59125 -0.25445 -0.7 1.6 -0.1 -0.357
O -3.30481 -0.72902 0.12083 2.8 0.7 -0.6 -0.363
O 3.11514 -0.90614 0.02433 2.2 -1.5 0.0 -0.419
S 1.70291 -0.94216 -0.09345 -1.7 5.2 0.7 0.616
H 1.76193 1.29920 0.32497 0.9 -0.1 0.0 0.253
H -0.66034 0.83948 -0.20738 -1.2 -2.1 0.2 0.510
```
Forces are in eV/Å.

Values from the calculation:
Gap between HOMO and LUMO ... 8.41 eV
Total charge ... 0
Multiplicity ... 1
Molar mass ... 110.09 g mol⁻¹

=====

(3)
Formula: C35H31N3P2PtS
Source: OMol25
Level of theory: ωB97M-V with the def2-TZVPD basis set

XYZ file:
```
73
Properties=species:S:1:pos:R:3:forces:R:3:mulliken_charge:R:1
Pt -0.03813 -0.25346 -0.29506 0.0 1.5 -0.7 1.168
C 2.69206 -0.34738 -2.09475 0.0 0.2 0.2 -0.777
P 2.19530 -1.01025 -0.45616 -0.3 -0.2 0.0 1.365
C 1.45685 -2.64565 -0.64116 0.4 0.1 -0.3 0.405
C 1.34132 -3.33062 -1.85648 0.0 0.1 0.1 -0.841
C 0.69738 -4.55449 -1.88703 0.0 0.0 -0.1 -0.851
C 0.18238 -5.10231 -0.72247 -0.1 -0.1 0.1 -0.735
C 0.30169 -4.43287 0.48889 0.0 0.1 0.1 -0.893
C 0.92836 -3.19961 0.52208 0.1 -0.5 0.3 -0.792
C 3.57172 -0.93944 0.67963 0.0 -0.1 -0.1 1.050
C 3.97523 -2.03218 1.44236 0.0 0.0 0.0 -0.484
C 5.08049 -1.91156 2.27062 0.0 0.0 0.0 -0.851
C 5.77434 -0.71116 2.33523 0.0 0.0 0.0 -0.564
C 5.37418 0.37603 1.56615 0.1 0.0 0.0 -0.769
C 4.27373 0.26719 0.73715 0.0 0.0 0.0 -0.735
C 1.92260 0.92557 -2.25813 0.3 -0.1 0.0 0.210
C 2.22359 2.13942 -2.81963 0.0 -0.1 0.0 -1.205
C 1.14997 3.01635 -2.51828 -0.2 -0.1 0.0 -1.025
C 0.23079 2.29758 -1.79867 -0.1 0.1 0.0 0.448
C -1.03447 2.69463 -1.09188 0.3 -0.1 0.1 -0.638
P -0.92331 1.76207 0.46938 0.3 0.1 -0.1 -0.078
C 0.31442 2.55440 1.50181 0.0 0.0 -0.1 0.447
C 1.57213 2.02813 1.76629 0.0 -0.1 0.0 0.383
C 2.47633 2.74968 2.52962 0.0 0.0 0.0 -0.826
C 2.12886 4.00082 3.01586 0.0 0.0 0.0 -0.613
C 0.87059 4.52960 2.75352 0.0 0.0 0.0 -0.834
C -0.04419 3.80837 2.00896 0.0 0.0 -0.1 -0.560
C -2.41924 1.70982 1.43605 0.0 0.0 -0.1 0.986
C -2.34019 1.37596 2.79029 0.1 0.0 0.0 -0.678
C -3.48796 1.36418 3.56224 -0.1 0.1 -0.1 -0.855
C -4.70764 1.71402 2.98995 0.1 0.0 0.1 -0.567
C -4.78532 2.05972 1.64707 0.0 0.0 0.0 -0.786
C -3.64780 2.03817 0.85933 0.0 0.0 0.1 -0.508
N 0.69305 0.99977 -1.65805 -0.1 0.2 -0.1 0.363
H 2.48367 -1.09713 -2.85906 0.0 0.1 0.0 0.521
H 3.76827 -0.17059 -2.08507 0.0 0.0 0.0 0.430
H 1.75608 -2.92237 -2.76649 0.0 0.0 0.0 0.331
H 0.60325 -5.08816 -2.82201 0.0 0.0 0.0 0.473
H -0.30846 -6.06405 -0.75536 0.0 0.0 0.0 0.452
H -0.09121 -4.87583 1.39507 0.0 0.0 0.0 0.503
H 1.06886 -2.67196 1.45825 0.0 -0.1 -0.1 0.854
H 3.45795 -2.97998 1.37105 0.0 0.0 0.0 0.458
H 5.40912 -2.76069 2.85328 0.0 0.0 0.0 0.449
H 6.64013 -0.62485 2.97685 0.0 0.0 0.0 0.423
H 5.93003 1.30270 1.60309 0.0 0.0 0.0 0.499
H 3.97004 1.11184 0.12756 0.0 0.0 0.0 0.453
H 3.10513 2.37816 -3.38955 0.0 0.0 0.0 0.528
H 1.06086 4.04760 -2.81368 0.0 0.1 0.0 0.534
H -1.95282 2.46049 -1.62674 -0.1 -0.1 0.0 0.572
H -1.02842 3.75882 -0.84139 0.0 -0.1 0.0 0.455
H 1.84119 1.05036 1.39635 0.0 0.0 0.0 0.021
H 3.45009 2.33067 2.74406 0.0 0.0 0.0 0.505
H 2.83546 4.56748 3.60585 0.0 0.0 0.0 0.434
H 0.59949 5.50397 3.13486 0.0 0.0 0.0 0.446
H -1.02849 4.22375 1.82248 0.0 0.0 0.0 0.468
H -1.38133 1.15268 3.24298 0.0 0.0 0.0 0.477
H -3.43180 1.11148 4.61150 0.0 0.0 0.0 0.498
H -5.60172 1.72530 3.59858 0.0 0.0 0.0 0.477
H -5.73377 2.33824 1.21013 0.0 0.0 0.0 0.470
H -3.72158 2.27377 -0.19181 0.0 0.0 -0.1 0.404
C -4.66617 -2.90989 2.71624 -0.1 0.0 0.0 -1.281
C -3.41820 -2.32693 2.16537 0.2 0.0 0.0 0.772
C -2.20867 -2.32432 2.87875 -0.1 0.0 0.0 -1.236
C -1.10098 -1.76658 2.29281 -0.1 0.0 0.0 -0.158
N -1.17860 -1.25114 1.05680 -0.6 -0.6 0.8 0.605
C -2.39868 -1.23782 0.47003 0.0 -0.2 0.0 0.444
S -2.28939 -0.34796 -1.02728 0.0 -0.2 0.0 -0.297
N -3.49029 -1.76683 0.95191 -0.1 0.1 0.0 -0.442
H -4.50767 -3.37918 3.68269 0.0 0.0 0.0 0.396
H -5.06975 -3.63874 2.01243 0.0 0.0 0.0 0.353
H -5.41198 -2.11841 2.81214 0.0 0.0 0.0 0.308
H -2.14696 -2.74456 3.87133 0.0 0.0 0.0 0.459
H -0.15190 -1.71838 2.80657 0.1 0.0 0.0 0.587
```
Forces are in eV/Å.

Values from the calculation:
Gap between HOMO and LUMO ... 5.53 eV
Total charge ... +2
Multiplicity ... 1
Molar mass ... 782.75 g mol⁻¹

=====

Which HOMO belongs to each record? In order, -8.61, -10.09, -13.26 eV.
Which relative energy (zero: lowest compared OMol25 entry of this formula, charge and spin) belongs to each record? In order, 0.343, 1.793, 0.000 eV.